Record 1
C50H38BrN4OPS2SeTb | ωB97M-V/def2-TZVPD

Geometry (Å):
Tb: -0.87 0.82 0.13
Br: -2.35 2.58 2.30
Se: 0.86 3.09 1.95
S: 0.98 -1.31 -4.19
S: -0.40 0.84 -2.68
P: 1.43 -0.69 1.46
O: -1.61 -0.37 1.67
N: -0.18 -1.78 -1.93
N: 2.33 4.01 1.79
N: 0.86 2.41 0.29
N: -0.78 -1.57 -0.69
C: -2.17 -1.77 3.45
C: -1.77 -1.58 2.11
C: -3.11 3.75 0.96
C: 5.51 0.76 -0.05
C: 2.37 2.78 -1.65
C: -1.21 -3.96 -0.89
C: -2.57 -2.19 -4.28
C: -1.19 -2.66 -0.12
C: -2.30 -3.02 4.00
C: 4.65 0.00 -0.84
C: 1.11 0.04 3.11
C: 0.98 1.42 3.29
C: 0.04 -0.80 -2.73
C: 3.49 -4.65 2.75
C: 4.04 -3.43 3.12
C: 3.40 -0.34 -0.37
C: -4.03 5.87 0.38
C: -1.58 -2.72 1.29
C: 0.65 1.93 4.54
C: 3.00 0.06 0.90
C: -4.39 2.17 -2.69
C: -1.70 -1.31 -6.33
C: 2.81 3.78 0.51
C: 5.10 1.19 1.20
C: 4.27 4.23 -1.34
C: -0.16 -2.60 -4.84
C: -1.51 -2.04 -5.16
C: -4.18 4.02 -1.17
C: -3.02 1.85 -0.66
C: -2.94 -0.75 -6.61
C: 2.26 -2.26 1.98
C: -3.56 1.39 -1.85
C: -2.05 -4.15 3.22
C: 2.01 2.95 -0.32
C: -3.38 5.03 1.31
C: -4.44 5.36 -0.82
C: 3.43 -2.24 2.74
C: 3.94 4.40 0.00
C: -3.81 -1.63 -4.56
C: 0.45 1.08 5.62
C: -1.72 -3.99 1.89
C: 2.32 -4.68 2.01
C: 3.49 3.43 -2.16
C: -4.00 -0.91 -5.73
C: 0.85 -0.80 4.19
C: 1.72 -3.49 1.62
C: -3.42 3.18 -0.30
C: 0.52 -0.29 5.43
C: 3.85 0.83 1.68
C: -4.65 3.48 -2.39
H: 3.86 -1.30 3.03
H: -4.22 6.90 0.65
H: 0.81 -3.51 1.04
H: -3.11 5.40 2.29
H: 4.96 -0.32 -1.83
H: -2.42 -2.74 -3.36
H: -0.21 -3.40 -4.10
H: 5.14 4.73 -1.75
H: -5.21 4.11 -3.06
H: 6.48 1.04 -0.43
H: -1.10 -3.75 -1.95
H: -2.15 -4.50 -0.73
H: -2.10 -5.14 3.65
H: 3.97 -5.57 3.05
H: 0.89 -1.88 4.06
H: -0.87 -1.17 -7.01
H: -4.77 1.74 -3.61
H: -4.63 -1.76 -3.87
H: 0.35 -2.97 -5.73
H: 3.73 3.31 -3.21
H: -3.33 0.39 -2.19
H: 4.96 -3.40 3.70
H: -2.34 -0.87 4.03
H: 0.21 1.49 6.60
H: 2.72 -0.92 -0.99
H: -2.60 -3.12 5.04
H: -1.54 -4.88 1.31
H: -4.96 -0.47 -5.95
H: 0.30 -0.96 6.25
H: 4.54 5.03 0.65
H: 5.74 1.81 1.80
H: 1.76 2.17 -2.31
H: -5.00 5.98 -1.52
H: -3.07 -0.18 -7.52
H: 1.88 -5.63 1.74
H: 0.54 3.00 4.65
H: 3.53 1.17 2.66
H: -0.38 -4.61 -0.60

Summary:
frontier orbital gap (spin up / spin down)	6.059 / 6.079	eV
E_tot	-249257.769	eV
net charge	-1
strongest force on any atom	1.840	eV/Å
multiplicity	7
expectation value of S²	12.077


Record 2
C50H38Cl2GeN4OSSc | ωB97M-V/def2-TZVPD

Geometry (Å):
Ge: -2.32 1.54 0.31
Sc: 0.53 -0.28 0.32
Cl: 0.96 3.50 -5.61
Cl: 1.50 4.52 -0.42
S: 1.01 -3.07 -0.14
O: 0.58 1.69 0.01
N: 0.33 -0.15 -1.93
N: 2.96 -0.30 0.62
N: 0.50 -3.42 2.42
N: 0.46 -5.34 1.19
C: -2.60 1.93 3.13
C: 5.82 -0.25 -2.43
C: -4.31 1.57 0.37
C: 4.45 -0.37 -2.72
C: -0.89 3.35 2.25
C: -1.08 3.90 -1.39
C: 0.63 -3.99 1.21
C: 4.71 -0.18 2.24
C: 5.66 -0.15 1.28
C: 0.63 2.07 -1.24
C: -2.02 2.70 -1.28
C: -1.97 4.12 -3.83
C: -5.04 0.38 0.34
C: 1.17 -6.07 -1.07
C: -2.76 2.35 -2.34
C: 5.29 -0.20 -0.08
C: 0.31 -0.16 4.90
C: -2.76 3.08 -3.62
C: 0.48 -0.75 -4.24
C: -6.41 2.79 0.47
C: 0.56 1.18 -2.28
C: 0.72 0.54 -4.65
C: -6.44 0.39 0.37
C: 0.56 -6.29 0.16
C: 3.33 -0.23 1.89
C: 3.91 -0.30 -0.37
C: 1.22 -7.10 -2.00
C: 2.27 -0.22 2.95
C: -5.02 2.77 0.43
C: 0.08 -8.57 -0.49
C: -2.35 2.41 4.41
C: 0.68 -8.35 -1.72
C: 0.68 1.61 -3.68
C: 0.44 3.52 -1.50
C: -1.37 3.37 4.61
C: 3.52 -0.40 -1.72
C: 1.64 0.04 5.26
C: 0.50 4.01 -2.97
C: 6.23 -0.17 -1.13
C: -0.01 -0.38 3.57
C: -0.64 3.83 3.52
C: 0.02 -7.55 0.44
C: 0.94 -0.41 2.55
C: -7.12 1.59 0.43
C: 0.26 -1.07 -2.89
C: -0.98 4.56 -2.81
C: -1.68 -0.28 0.24
C: 0.75 2.93 -3.96
C: -1.88 2.38 2.03
C: 2.62 0.01 4.28
H: -0.29 3.70 1.42
H: -0.46 -7.72 1.40
H: 3.64 0.21 4.58
H: -4.48 3.71 0.46
H: -0.47 -0.12 5.66
H: 0.18 -5.74 2.07
H: -6.99 -0.55 0.34
H: -3.45 2.75 -4.39
H: 2.47 -0.50 -1.96
H: -6.94 3.73 0.52
H: 4.11 -0.43 -3.75
H: 0.07 -3.91 3.19
H: -1.16 3.74 5.61
H: 5.00 -0.16 3.28
H: 0.89 0.78 -5.69
H: -1.06 -0.49 3.30
H: -1.26 4.61 -0.59
H: -3.44 1.50 -2.25
H: -2.17 -0.77 -0.60
H: 0.05 -2.09 -2.59
H: -8.21 1.61 0.46
H: -2.93 2.04 5.25
H: -3.38 1.18 2.99
H: -0.34 -9.53 -0.25
H: 6.71 -0.09 1.55
H: 0.45 -1.55 -4.97
H: 0.72 -9.14 -2.46
H: 1.20 4.83 -3.10
H: 0.54 -2.41 2.47
H: 1.69 -6.91 -2.95
H: 1.59 -5.10 -1.30
H: -0.96 5.65 -2.76
H: 0.14 4.57 3.67
H: 1.91 0.23 6.29
H: -4.51 -0.56 0.29
H: 6.55 -0.21 -3.23
H: 7.29 -0.09 -0.88
H: -1.98 4.64 -4.78

Summary:
frontier orbital gap (spin up / spin down)	5.246 / 4.413	eV
E_tot	-173572.849	eV
net charge	-1
strongest force on any atom	0.768	eV/Å
ΔE to the lowest compared entry with this formula, charge and spin	2.409	eV


Record 3
C50H40BrClF4N2P3PbS2 | ωB97M-V/def2-TZVPD

Geometry (Å):
Pb: 1.14 -0.92 -1.25
Br: -0.24 -0.22 -4.45
Cl: 5.00 -1.52 -3.53
S: 2.43 -1.74 1.06
S: -1.01 -3.09 -1.06
P: 0.67 -1.39 1.99
P: 0.07 2.15 -2.00
P: -1.82 -1.76 0.19
F: -1.80 5.46 -5.49
F: -0.80 4.83 -3.11
F: -2.14 3.54 -7.38
F: -1.45 1.00 -6.86
N: 3.40 0.66 -1.24
N: 3.43 1.33 0.03
C: -1.30 1.91 -5.90
C: -3.90 -2.44 3.63
C: -4.28 -4.32 2.18
C: -0.18 0.83 3.42
C: 2.35 3.26 -3.08
C: -0.97 3.85 -3.99
C: -4.63 1.09 -0.59
C: -3.79 0.32 -2.71
C: 3.47 4.07 -3.12
C: -2.36 3.38 -1.15
C: 5.96 -2.92 -1.45
C: 2.48 -3.09 -2.81
C: 3.58 -4.28 -0.97
C: 2.09 0.87 5.03
C: -0.64 2.54 -3.66
C: 3.62 -3.34 -2.03
C: 0.26 -4.11 2.27
C: -2.94 -0.55 -2.05
C: 1.98 -0.07 4.02
C: 5.87 -3.85 -0.42
C: -1.48 4.20 -5.23
C: -1.66 3.22 -6.19
C: -3.20 3.88 -0.17
C: -0.29 -2.78 4.21
C: -2.92 -0.60 -0.66
C: -1.63 3.20 1.51
C: -0.72 -3.93 4.87
C: -4.51 -3.66 3.38
C: -0.79 1.58 -4.66
C: 3.71 4.98 -2.10
C: -1.14 2.80 -0.82
C: 1.06 1.78 5.25
C: -0.45 -0.87 0.77
C: 0.19 -2.87 2.91
C: 4.86 -2.68 -2.24
C: 1.69 4.26 -0.99
C: -0.67 -5.15 4.22
C: 4.68 -4.53 -0.18
C: -0.18 -5.24 2.93
C: -0.07 1.76 4.44
C: -3.06 -1.88 2.67
C: 0.85 -0.09 3.21
C: -4.64 1.14 -1.98
C: 2.82 5.07 -1.04
C: 1.45 3.35 -2.01
C: -3.45 -3.76 1.22
C: -2.84 -2.53 1.47
C: -3.78 0.23 0.07
C: -0.80 2.68 0.53
C: -2.83 3.80 1.17
H: 1.59 -3.68 -2.63
H: 4.33 1.77 0.19
H: -4.14 4.34 -0.45
H: 6.74 -4.05 0.20
H: 2.78 -0.78 3.85
H: -1.01 -6.05 4.74
H: -4.75 -5.27 1.99
H: -1.33 3.14 2.55
H: -3.26 -4.27 0.29
H: 4.58 5.62 -2.13
H: 0.13 2.19 0.81
H: 3.29 1.37 -1.94
H: -3.81 0.34 -3.79
H: -5.30 1.72 -0.03
H: 3.26 0.64 0.75
H: 2.53 -2.48 -3.69
H: 2.64 -4.79 -0.78
H: -5.33 1.80 -2.50
H: -3.47 4.21 1.93
H: 2.97 0.89 5.66
H: -2.67 3.45 -2.19
H: 4.61 -5.25 0.62
H: 6.89 -2.40 -1.65
H: -4.07 -1.93 4.57
H: 1.00 4.36 -0.16
H: -0.13 -6.20 2.43
H: -3.79 0.19 1.15
H: -2.58 -0.93 2.88
H: 4.15 4.01 -3.96
H: -1.10 -3.86 5.88
H: -0.34 -1.82 4.72
H: -5.16 -4.10 4.12
H: 4.26 0.15 -1.43
H: 0.64 -4.17 1.26
H: -2.31 -1.23 -2.61
H: -1.04 0.83 2.77
H: -0.86 2.48 4.61
H: 1.14 2.51 6.04
H: 2.16 2.57 -3.89
H: 2.99 5.79 -0.25

Summary:
frontier orbital gap (spin up / spin down)	6.928 / 5.644	eV
E_tot	-203693.142	eV
net charge	+1
strongest force on any atom	0.272	eV/Å
ΔE to the lowest compared entry with this formula, charge and spin	0.882	eV